No. 1
{
  "formula": "C4H8N4O2",
  "method": "wB97M-V/def2-TZVPD",
  "orbital_gap_ev": 9.16,
  "e_above_lowest_kcal_mol": 73.9,
  "largest_force_ev_per_a": 4.928,
  "molar_mass_g_mol": 144.1,
  "symbols": ["H", "H", "H", "N", "N", "C", "H", "H", "H", "O", "H", "N", "O", "C", "C", "N", "H", "C"],
  "coordinates": [[-2.036, 0.314, 1.987], [-1.855, -1.225, 1.322], [1.002, 1.463, 2.679], [-0.109, -0.249, -0.698], [-1.905, 0.986, -0.627], [-1.496, 1.150, -1.867], [0.137, 0.866, -3.932], [0.707, -0.911, -3.398], [1.638, 0.624, -2.834], [-1.888, 1.749, -2.839], [0.772, -0.725, 1.626], [-1.121, 0.131, -0.032], [0.309, 1.270, 2.128], [-1.261, -0.259, 1.371], [0.494, 0.198, -3.095], [-0.299, 0.259, -1.912], [-0.023, -0.680, 2.983], [0.064, -0.125, 2.100]],
  "mulliken_charge": [0.32, 0.38, 0.29, -0.89, -1.00, 0.55, 0.31, 0.26, 0.24, -0.64, 0.38, 1.27, -0.48, -0.56, -0.72, 0.41, 0.43, -0.57]
}

---

No. 2
{
  "formula": "C4H9NOS",
  "method": "wB97M-V/def2-TZVPD",
  "orbital_gap_ev": 8.93,
  "e_above_lowest_kcal_mol": 126.0,
  "smiles": "C=[S@@](N)(=O)C1CC1",
  "largest_force_ev_per_a": 3.506,
  "molar_mass_g_mol": 119.2,
  "symbols": ["S", "H", "H", "H", "C", "C", "C", "H", "H", "N", "O", "H", "C", "H", "H", "H"],
  "coordinates": [[0.985, -0.169, -0.270], [2.245, 1.652, -0.245], [-2.791, 0.440, -1.014], [2.592, -1.507, 0.444], [-0.756, 0.302, 0.268], [-1.818, -0.139, -0.748], [2.041, -0.670, 0.864], [2.031, -0.303, 1.862], [-1.583, -0.927, -1.437], [1.373, 1.367, -0.684], [1.168, -0.862, -1.521], [-2.551, -0.052, 1.458], [-1.842, -0.558, 0.773], [-1.685, -1.578, 1.137], [-0.815, 1.306, 0.771], [1.406, 1.699, -1.658]],
  "mulliken_charge": [1.04, 0.25, 0.23, 0.26, -0.11, -0.61, -0.98, 0.33, 0.30, -0.55, -0.68, 0.24, -0.47, 0.22, 0.29, 0.25]
}

---

No. 3
{
  "formula": "C6H9NO2",
  "method": "wB97M-V/def2-TZVPD",
  "orbital_gap_ev": [8.50, 8.50],
  "e_above_lowest_kcal_mol": 73.3,
  "smiles": "C=C(C)C(=C)/C(O)=[NH+]/[O-]",
  "largest_force_ev_per_a": 1.155,
  "molar_mass_g_mol": 127.1,
  "symbols": ["O", "C", "C", "H", "H", "H", "O", "C", "C", "H", "H", "H", "H", "N", "H", "C", "H", "C"],
  "coordinates": [[0.738, 0.420, 3.420], [0.316, -0.083, 1.279], [1.849, -0.131, -0.614], [2.713, -0.150, 0.031], [-1.450, -1.111, -2.736], [-0.585, -0.330, 2.824], [-0.798, -0.539, 1.819], [-0.576, -0.188, -1.061], [-0.612, -1.065, -2.059], [-2.422, 0.758, -1.593], [2.038, -0.128, -1.674], [2.016, 0.877, 1.934], [0.175, -1.786, -2.211], [1.138, 0.423, 2.172], [-2.171, 0.565, 0.147], [-1.680, 0.794, -0.798], [-1.283, 1.808, -0.732], [0.593, -0.132, -0.149]],
  "mulliken_charge": [-0.78, 0.31, -1.22, 0.33, 0.28, 0.50, -0.50, 0.70, -1.09, 0.39, 0.36, 0.20, 0.33, 0.21, 0.32, -1.30, 0.30, 0.66]
}

---

No. 4
{
  "formula": "C2H14O4S2",
  "method": "wB97M-V/def2-TZVPD",
  "orbital_gap_ev": [2.51, 8.39],
  "charge": -1,
  "e_above_lowest_kcal_mol": 48.0,
  "largest_force_ev_per_a": 2.057,
  "molar_mass_g_mol": 166.3,
  "spin_multiplicity": 2,
  "symbols": ["H", "C", "H", "H", "H", "H", "H", "S", "C", "H", "H", "H", "H", "H", "O", "H", "H", "H", "S", "O", "O", "O"],
  "coordinates": [[0.566, 3.327, -0.034], [0.005, -2.034, 0.352], [0.559, -0.211, -2.984], [-0.037, -1.025, 2.407], [0.076, -1.690, -0.690], [0.665, -0.137, 1.161], [-2.579, -0.892, -0.844], [-2.448, 0.394, -0.413], [-0.127, -0.857, 1.315], [2.846, -1.464, 1.840], [2.423, -1.814, 0.376], [2.457, 0.908, -1.579], [1.321, 3.010, 1.308], [-0.780, -2.780, 0.440], [3.004, 0.203, -1.960], [0.349, 0.705, -1.903], [0.921, -2.653, 0.612], [3.017, -0.401, -1.200], [-1.698, 0.019, 1.426], [3.145, -1.766, 1.001], [0.150, 0.660, -2.856], [0.680, 2.687, 0.665]],
  "mulliken_spin": [-0.04, 0.33, -0.03, -0.13, 0.24, 0.28, -0.03, 0.16, 0.36, -0.09, -0.10, 0.02, -0.19, -0.17, 0.26, 0.09, -0.19, -0.06, -0.16, -0.01, 0.03, 0.42]
}

---

No. 5
{
  "formula": "C8H6Br2N4",
  "method": "wB97M-V/def2-TZVPD",
  "orbital_gap_ev": 6.77,
  "e_above_lowest_kcal_mol": 54.6,
  "largest_force_ev_per_a": 3.858,
  "molar_mass_g_mol": 318.0,
  "symbols": ["H", "Br", "N", "N", "C", "H", "H", "C", "C", "C", "Br", "H", "C", "C", "N", "C", "H", "C", "N", "H"],
  "coordinates": [[-3.561, 0.943, 2.065], [3.105, 2.122, 0.198], [-0.938, 1.202, 0.364], [0.605, -1.223, -1.216], [-2.815, 0.910, 1.296], [-3.824, 0.009, -0.482], [2.646, -3.523, -0.110], [0.351, 1.475, 0.254], [1.258, 2.398, 0.306], [2.162, -1.414, 0.317], [0.744, 4.261, 0.490], [-1.334, 0.394, -1.572], [2.071, -2.644, -0.322], [1.067, -2.469, -1.282], [-1.610, 1.358, 1.524], [-1.730, 0.627, -0.605], [2.784, -1.069, 1.117], [-2.950, 0.430, -0.033], [1.293, -0.625, -0.308], [0.676, -3.162, -2.001]],
  "mulliken_charge": [0.45, -0.01, 0.71, -0.64, -0.14, 0.39, 0.35, 0.91, -0.39, -0.36, -0.09, 0.48, -0.71, -0.26, -0.91, -0.11, 0.44, -0.74, 0.22, 0.42]
}

---

No. 6
{
  "formula": "C26H78O13S13",
  "method": "wB97M-V/def2-TZVPD",
  "orbital_gap_ev": 7.44,
  "e_above_lowest_kcal_mol": 113.4,
  "largest_force_ev_per_a": 6.328,
  "molar_mass_g_mol": 1015.8,
  "symbols": ["H", "H", "H", "O", "H", "O", "C", "H", "H", "H", "H", "H", "H", "C", "H", "C", "H", "O", "O", "H", "C", "C", "H", "O", "H", "S", "S", "H", "C", "C", "C", "S", "H", "H", "C", "H", "S", "C", "C", "O", "H", "H", "C", "O", "H", "H", "C", "H", "H", "H", "H", "H", "H", "H", "H", "H", "H", "H", "H", "H", "H", "H", "H", "C", "C", "S", "H", "H", "C", "H", "O", "H", "H", "S", "S", "H", "H", "H", "H", "H", "H", "H", "H", "S", "O", "H", "C", "C", "C", "C", "H", "H", "H", "S", "H", "C", "H", "C", "H", "H", "H", "H", "H", "H", "C", "H", "O", "O", "C", "H", "H", "H", "S", "H", "H", "S", "S", "C", "H", "O", "H", "S", "H", "H", "H", "C", "H", "O", "H", "H"],
  "coordinates": [[-9.004, 16.977, 16.419], [-10.524, 14.523, 28.288], [-7.045, 19.549, 24.416], [-13.949, 15.336, 20.202], [-16.370, 18.465, 22.554], [-18.788, 12.419, 24.694], [-10.987, 15.216, 21.390], [-5.710, 14.686, 20.864], [-13.974, 14.776, 16.627], [-10.469, 14.788, 26.516], [-8.659, 12.903, 23.639], [-6.414, 15.204, 26.107], [-13.692, 15.275, 22.148], [-13.537, 10.678, 21.271], [-10.386, 10.887, 19.281], [-4.180, 16.073, 22.585], [-14.019, 13.786, 23.164], [-10.450, 12.526, 16.990], [-13.913, 17.081, 23.621], [-7.816, 11.659, 16.866], [-13.459, 11.354, 27.167], [-16.199, 12.813, 25.263], [-11.106, 16.046, 18.778], [-8.786, 16.691, 19.927], [-15.821, 17.393, 18.382], [-14.672, 14.930, 28.527], [-9.462, 12.686, 18.119], [-14.008, 17.420, 18.121], [-9.871, 17.523, 22.980], [-9.857, 17.275, 29.273], [-8.658, 16.488, 17.328], [-7.378, 13.194, 25.647], [-8.939, 15.446, 17.440], [-8.823, 10.347, 17.588], [-15.599, 18.332, 21.796], [-19.210, 15.003, 25.754], [-14.027, 18.319, 22.782], [-14.928, 16.833, 18.114], [-11.144, 12.051, 26.014], [-9.799, 20.074, 22.962], [-7.514, 11.186, 18.530], [-12.959, 11.130, 20.470], [-14.668, 16.434, 29.479], [-13.144, 11.572, 24.520], [-10.379, 11.808, 25.278], [-13.378, 18.986, 20.616], [-7.588, 18.780, 23.862], [-15.782, 17.425, 21.227], [-16.835, 9.855, 22.590], [-14.169, 15.016, 26.189], [-17.843, 14.578, 26.898], [-3.778, 15.187, 23.077], [-7.802, 14.501, 23.734], [-7.436, 15.228, 21.020], [-6.923, 12.934, 23.385], [-12.534, 14.623, 17.715], [-13.264, 9.710, 21.679], [-15.474, 16.222, 26.661], [-13.131, 17.281, 20.841], [-15.404, 17.166, 29.148], [-11.255, 17.138, 17.479], [-10.878, 17.652, 29.346], [-3.923, 16.942, 23.190], [-18.153, 14.781, 25.874], [-12.953, 18.251, 21.307], [-12.499, 10.864, 25.696], [-10.877, 17.251, 23.288], [-14.774, 16.177, 30.531], [-13.601, 14.450, 17.593], [-10.753, 11.947, 27.024], [-8.091, 15.893, 27.863], [-15.367, 13.217, 24.697], [-9.175, 16.691, 23.122], [-6.000, 16.025, 22.781], [-11.643, 14.172, 22.744], [-11.560, 15.751, 27.570], [-15.533, 19.235, 21.193], [-11.944, 18.609, 21.495], [-11.234, 16.262, 21.601], [-13.536, 11.394, 22.099], [-15.198, 10.187, 23.194], [-13.782, 12.379, 26.991], [-5.487, 13.842, 26.708], [-9.398, 18.996, 23.946], [-10.934, 14.557, 24.019], [-9.784, 16.472, 30.008], [-15.774, 9.809, 22.347], [-13.401, 14.664, 23.009], [-8.288, 11.273, 17.769], [-7.745, 13.428, 23.909], [-13.492, 15.386, 23.822], [-5.307, 14.433, 24.940], [-11.532, 17.757, 19.146], [-14.673, 15.206, 18.887], [-15.107, 16.639, 17.050], [-6.545, 14.880, 21.540], [-13.701, 16.930, 29.361], [-10.590, 15.257, 27.488], [-6.766, 13.911, 21.992], [-7.338, 17.789, 24.234], [-9.690, 17.756, 21.932], [-15.525, 8.758, 22.198], [-11.530, 13.043, 25.799], [-14.400, 10.802, 27.264], [-14.537, 15.735, 26.920], [-9.117, 18.041, 29.493], [-6.124, 15.348, 24.124], [-6.895, 11.772, 25.755], [-10.939, 17.093, 18.525], [-9.484, 11.986, 20.429], [-11.095, 12.424, 19.851], [-7.570, 16.467, 17.429], [-17.772, 13.498, 24.638], [-16.247, 13.054, 26.325], [-16.311, 11.744, 25.102], [-9.181, 17.512, 18.721], [-9.387, 16.609, 27.631], [-10.173, 11.907, 19.589], [-13.789, 13.388, 17.742], [-15.484, 9.577, 19.721], [-11.495, 15.121, 20.427], [-15.294, 10.648, 20.760], [-17.631, 15.640, 25.443], [-9.911, 15.105, 21.286], [-3.733, 16.180, 21.597], [-5.933, 14.266, 25.811], [-7.171, 18.937, 22.865], [-13.334, 14.281, 28.755], [-13.744, 16.480, 27.010], [-12.951, 11.198, 28.116]],
  "mulliken_charge": [0.40, 0.50, 0.49, -0.73, 0.43, -0.67, 1.16, 0.51, 0.47, -0.46, 0.13, 0.15, -0.54, -0.23, 0.61, -1.33, -0.19, -0.69, -0.43, 0.38, -0.44, 0.03, -0.49, -0.43, 0.36, 0.49, 0.70, 0.22, 0.81, -1.17, -0.74, 0.66, -0.02, 0.35, -0.99, 0.38, 0.24, -1.04, -0.28, -0.72, 0.38, 0.01, -0.77, -0.29, 0.19, 0.66, -0.56, 0.14, 0.40, -0.43, 0.26, 0.38, -1.20, -0.21, 0.66, 0.05, 0.43, 0.53, -0.25, 0.38, 0.57, 0.31, 0.40, -0.78, -0.57, 0.19, -0.19, 0.38, -0.76, 0.58, -0.70, -0.34, -0.35, 0.83, 0.28, -0.14, 0.43, 0.31, -0.91, -0.11, -0.04, -0.34, 0.47, 0.50, -0.47, 0.35, -0.74, 0.72, -1.21, 0.23, 0.33, 0.06, 0.14, 0.37, 0.45, -0.10, 0.04, 0.19, 0.00, -0.13, -0.12, 0.36, -0.43, 0.41, -0.51, 0.36, -0.58, -0.77, -0.22, 0.33, -0.32, 0.39, 0.54, 0.21, 0.33, 0.32, 0.78, -0.57, 0.31, -0.69, -0.32, 0.60, 0.19, 0.19, 0.38, -0.65, 0.32, -0.56, 0.48, 0.39]
}

---

No. 7
{
  "formula": "C5H8N2",
  "method": "wB97M-V/def2-TZVPD",
  "orbital_gap_ev": 9.88,
  "e_above_lowest_kcal_mol": 81.0,
  "smiles": "Cc1ccn(C)n1",
  "largest_force_ev_per_a": 4.061,
  "molar_mass_g_mol": 96.1,
  "symbols": ["H", "C", "H", "H", "H", "H", "H", "H", "C", "C", "C", "C", "N", "N", "H"],
  "coordinates": [[-2.139, 0.825, -1.941], [2.274, -0.652, 0.667], [-0.274, -2.261, 0.939], [-0.751, 1.918, -1.958], [2.476, -1.005, 1.681], [2.870, 0.243, 0.473], [-2.440, -0.672, 0.323], [-1.733, 1.919, -0.261], [-1.375, -0.468, 0.321], [0.827, -0.346, 0.486], [-0.286, -1.220, 0.655], [-1.590, 1.575, -1.340], [-0.889, 0.738, -0.076], [0.443, 0.841, 0.065], [2.586, -1.435, -0.033]],
  "mulliken_charge": [0.22, -1.02, 0.37, 0.23, 0.28, 0.30, 0.43, 0.49, -0.36, 0.69, -0.66, -0.83, 0.50, -0.90, 0.26]
}

---

No. 8
{
  "formula": "C3H6Si2",
  "method": "wB97M-V/def2-TZVPD",
  "orbital_gap_ev": 7.51,
  "e_above_lowest_kcal_mol": 108.5,
  "largest_force_ev_per_a": 4.535,
  "molar_mass_g_mol": 98.3,
  "symbols": ["C", "H", "Si", "H", "C", "H", "H", "Si", "H", "H", "C"],
  "coordinates": [[0.790, -1.477, 2.242], [-0.567, 2.310, -1.154], [-2.303, 0.698, -0.661], [1.698, -1.678, -1.799], [1.101, -0.980, -1.231], [1.050, -0.867, 3.047], [1.106, 0.062, -1.486], [0.913, -1.143, 0.518], [-2.234, 3.166, -0.910], [0.027, -2.324, 2.497], [-1.580, 2.233, -1.063]],
  "mulliken_charge": [-0.70, 0.25, 0.08, 0.25, -0.74, 0.32, 0.23, 0.48, 0.22, 0.18, -0.57]
}

---

Question: Which formula does entry 7 have?
Answer: C5H8N2